{"formula": "CH3Br2PS", "method": "wB97M-V/def2-TZVPD", "species": ["C", "P", "S", "Br", "Br", "H", "H", "H"], "xyz": [[-0.0569, -0.3018, -1.2169], [0.1294, -0.0948, 1.1101], [0.2310, -1.4598, 2.4209], [1.9041, 1.3701, 1.0663], [-1.5842, 1.2295, 1.4119], [0.6105, -0.9256, -1.8509], [-1.1853, -0.4685, -1.2589], [-0.0486, 0.6510, -1.6825]], "atomic_forces_ev_per_a": [[-2.02, -0.48, 1.70], [0.93, 0.65, -3.26], [0.10, -0.16, -0.35], [-0.76, -0.63, 0.14], [-0.09, 0.15, -0.14], [-0.50, -0.25, 1.31], [1.61, -0.84, 0.15], [0.73, 1.56, 0.44]], "nbo_charge": [-0.714, 0.770, -0.377, -0.200, -0.143, 0.233, 0.220, 0.211], "multiplicity": 1, "energy_ev": -161294.66791, "de_lowest_kj_mol": 167.7, "homo_lumo_gap_ev": 8.614}

=====

{"formula": "C28H20AuF9IN5P", "method": "wB97M-V/def2-TZVPD", "species": ["Au", "N", "N", "N", "C", "N", "N", "H", "H", "H", "F", "C", "F", "F", "C", "C", "C", "C", "C", "C", "P", "C", "C", "C", "C", "C", "C", "C", "F", "F", "F", "C", "C", "C", "C", "C", "C", "C", "F", "F", "F", "H", "H", "H", "H", "H", "H", "H", "H", "H", "H", "H", "H", "I", "C", "C", "C", "C", "C", "C", "H", "H", "H", "H", "H"], "xyz": [[-0.5538, 0.8494, 2.0759], [-5.1428, 0.5249, 5.7698], [-4.0215, 0.1738, 5.0710], [-2.9839, -0.3834, 5.6521], [-2.1943, -0.6183, 4.6139], [-2.7496, -0.2145, 3.4718], [-3.9061, 0.2849, 3.7770], [-4.9018, 0.6846, 6.7442], [-5.5936, 1.3279, 5.3448], [-1.2292, -1.0675, 4.6819], [2.8880, 5.6349, -4.8498], [2.6919, 4.3365, -5.1260], [3.8995, 3.8405, -5.4694], [1.9591, 4.3050, -6.2617], [2.0557, 3.5686, -4.0105], [2.0267, 2.1807, -4.0991], [1.4636, 1.4395, -3.0798], [0.9034, 2.0722, -1.9745], [0.9276, 3.4640, -1.9110], [1.5041, 4.2178, -2.9152], [0.2111, 1.2684, -0.4071], [-1.2819, 0.5795, -1.2339], [-2.5052, 1.1685, -0.9272], [-3.6728, 0.7474, -1.5396], [-3.6218, -0.2764, -2.4764], [-2.4051, -0.8628, -2.8041], [-1.2421, -0.4250, -2.2005], [-4.8579, -0.7731, -3.1624], [-5.8627, 0.1162, -3.1862], [-4.6330, -1.1066, -4.4510], [-5.3636, -1.8874, -2.5940], [1.3709, -0.1396, -0.3277], [2.7158, 0.1994, -0.1923], [3.6622, -0.7635, 0.0850], [3.2664, -2.0900, 0.1812], [1.9317, -2.4483, 0.0375], [0.9830, -1.4695, -0.1848], [4.2737, -3.1732, 0.3931], [5.5055, -2.7154, 0.6753], [3.9528, -4.0318, 1.3756], [4.4205, -3.9387, -0.7167], [2.4564, 1.6940, -4.9625], [1.4674, 0.3621, -3.1486], [0.4974, 3.9540, -1.0464], [1.5448, 5.2949, -2.8469], [-2.5439, 1.9714, -0.2046], [-4.6127, 1.2190, -1.2959], [-2.3787, -1.6519, -3.5413], [-0.3030, -0.8705, -2.4930], [3.0143, 1.2338, -0.2957], [4.6977, -0.4947, 0.2206], [1.6565, -3.4888, 0.1259], [-0.0623, -1.7365, -0.2517], [-1.6776, 3.2383, 2.1364], [1.6255, -3.2918, 3.4349], [0.3333, -3.3023, 2.9432], [-0.2541, -2.1267, 2.5113], [0.4081, -0.8971, 2.5502], [1.7109, -0.9266, 3.0510], [2.3160, -2.0953, 3.4821], [2.0887, -4.2062, 3.7850], [-0.2173, -4.2344, 2.9091], [-1.2679, -2.1576, 2.1301], [2.2808, -0.0066, 3.0926], [3.3292, -2.0800, 3.8650]], "atomic_forces_ev_per_a": [[0.35, 0.07, 0.61], [-1.00, -0.01, 0.47], [1.18, -0.20, -0.28], [-0.14, 0.00, 0.55], [-0.30, 0.09, 0.23], [0.08, -0.36, -0.33], [-1.09, 0.36, -0.06], [0.16, 0.07, -0.36], [0.33, -0.02, -0.02], [0.29, -0.11, 0.05], [-0.08, 0.13, 0.24], [0.13, 0.09, -0.32], [0.10, -0.16, 0.09], [-0.18, -0.09, 0.00], [0.02, 0.09, 0.03], [0.01, 0.15, -0.05], [-0.08, -0.01, 0.00], [0.02, 0.18, 0.65], [-0.10, -0.13, 0.08], [0.14, 0.02, -0.38], [0.35, 0.12, -1.28], [-0.03, -0.10, 0.00], [0.08, -0.02, 0.05], [-0.10, -0.20, -0.29], [0.00, 0.12, 0.01], [-0.08, 0.00, -0.05], [-0.14, -0.01, 0.07], [-0.26, -0.18, -0.21], [0.01, 0.30, 0.20], [0.23, 0.02, -0.13], [0.06, -0.12, 0.25], [0.03, 0.01, -0.15], [-0.21, -0.01, -0.04], [0.05, -0.26, -0.05], [-0.01, -0.05, 0.03], [0.33, 0.01, -0.06], [0.13, 0.06, -0.33], [0.21, -0.27, -0.13], [0.10, 0.26, 0.12], [-0.15, 0.02, 0.11], [-0.09, -0.05, -0.19], [0.05, -0.07, -0.05], [0.04, -0.12, 0.04], [0.01, 0.03, 0.07], [-0.03, 0.05, 0.00], [0.00, -0.01, 0.11], [-0.08, 0.03, 0.02], [0.05, -0.03, -0.08], [0.06, -0.07, 0.06], [0.05, 0.09, 0.06], [0.11, 0.02, -0.02], [-0.13, -0.05, 0.05], [0.02, -0.02, 0.04], [-0.31, 0.54, 0.23], [0.15, -0.24, 0.14], [-0.10, -0.20, 0.02], [-0.26, -0.02, -0.07], [-0.21, -0.02, 0.21], [0.15, 0.33, -0.04], [0.11, -0.06, 0.11], [0.02, -0.02, -0.03], [-0.07, -0.05, -0.04], [-0.11, -0.04, 0.02], [0.04, 0.07, 0.04], [0.07, 0.05, -0.01]], "nbo_charge": [0.480, -0.625, 0.151, -0.302, 0.111, -0.281, -0.062, 0.384, 0.386, 0.233, -0.327, 0.975, -0.332, -0.333, -0.161, -0.187, -0.205, -0.294, -0.146, -0.207, 0.849, -0.335, -0.138, -0.188, -0.160, -0.184, -0.207, 0.975, -0.327, -0.334, -0.331, -0.315, -0.220, -0.181, -0.176, -0.124, -0.208, 0.975, -0.331, -0.324, -0.340, 0.220, 0.216, 0.228, 0.226, 0.249, 0.226, 0.220, 0.216, 0.218, 0.223, 0.220, 0.231, -0.684, -0.269, -0.235, -0.298, -0.364, -0.299, -0.178, 0.200, 0.198, 0.210, 0.203, 0.193], "multiplicity": 1, "energy_ev": -82353.26939, "de_lowest_kj_mol": 134.3, "total_charge": -1, "homo_lumo_gap_ev": 6.983}

=====

{"formula": "C5H8O", "method": "wB97M-V/def2-TZVPD", "species": ["O", "C", "C", "C", "C", "C", "H", "H", "H", "H", "H", "H", "H", "H"], "xyz": [[1.5996, 0.5991, 1.0796], [0.7029, -0.0952, 0.2422], [-0.3001, -1.2751, 0.6486], [-1.1859, -0.7499, -0.4996], [-0.5849, 0.6222, -0.2081], [0.5784, 1.2041, -0.8198], [2.4316, 0.5664, 0.5879], [-0.8166, -1.0066, 1.6002], [-0.0726, -2.3550, 0.7232], [-2.2702, -0.7659, -0.3794], [-0.9084, -1.2111, -1.4521], [-1.0655, 1.1585, 0.5934], [0.7822, 2.2208, -0.3927], [1.0803, 1.0668, -1.7550]], "atomic_forces_ev_per_a": [[0.56, -1.21, 1.89], [0.25, 1.57, 0.60], [0.48, 0.19, -0.40], [-0.19, 0.13, -0.08], [-0.76, 0.52, 0.12], [-0.49, -0.85, -0.99], [-0.25, 0.08, 0.52], [0.64, 0.10, -0.46], [0.45, 0.50, -0.37], [0.15, -0.23, 0.05], [-0.04, 0.38, 0.08], [-0.49, 0.53, -0.15], [0.44, -1.52, 0.09], [-0.78, -0.20, -0.90]], "nbo_charge": [-0.719, 0.127, -0.373, -0.407, -0.248, -0.341, 0.471, 0.196, 0.200, 0.215, 0.216, 0.211, 0.231, 0.220], "multiplicity": 1, "energy_ev": -7357.26520, "de_lowest_kj_mol": 481.5, "homo_lumo_gap_ev": 9.061}

=====

{"formula": "C12H17NOS", "method": "wB97M-V/def2-TZVPD", "species": ["C", "C", "C", "C", "C", "C", "C", "C", "C", "C", "C", "C", "N", "O", "S", "H", "H", "H", "H", "H", "H", "H", "H", "H", "H", "H", "H", "H", "H", "H", "H", "H"], "xyz": [[1.2482, 0.1489, -0.4225], [-0.2868, -2.1924, 2.0170], [-1.3407, -2.2898, 0.8817], [1.0350, -2.0081, 1.2151], [-1.3917, -0.6224, -1.2668], [0.3580, 0.9849, -2.3265], [-0.8845, -0.9427, 0.1024], [-0.0350, -0.4167, -2.1687], [1.1031, -1.0370, -1.3504], [0.6919, -1.0572, 0.1214], [0.8478, 1.3275, -0.9483], [0.3124, 2.6751, 1.8745], [1.0712, 2.7479, -0.6480], [-1.2253, 3.9249, 0.2796], [0.2108, 3.8762, 0.5355], [-0.4787, -1.2777, 2.6322], [-0.4246, -3.0954, 2.6758], [-1.1244, -3.1919, 0.1934], [-2.3532, -2.5498, 1.1799], [1.8554, -1.5929, 1.7960], [1.4578, -2.9835, 0.9243], [-1.9491, -1.3546, -1.8071], [-2.0692, 0.2317, -1.1941], [1.1408, 1.1376, -3.0539], [-0.4744, 1.6434, -2.4364], [-1.1733, -0.1872, 0.8011], [-0.2856, -0.8521, -3.0450], [1.9395, -1.6251, -1.6902], [1.2551, 2.1948, 2.0424], [0.1790, 3.3200, 2.7670], [-0.4576, 2.0047, 1.8968], [1.2481, 3.0588, -1.5783]], "atomic_forces_ev_per_a": [[1.41, 1.00, 1.17], [-0.77, -0.93, 0.10], [2.02, -0.17, -1.79], [0.93, -0.75, 1.56], [1.93, 1.09, -0.92], [0.48, 1.72, 0.27], [-0.83, -2.30, 1.63], [-1.59, -0.95, 2.26], [-1.81, 0.95, 1.01], [-2.32, -1.14, -0.73], [1.52, 0.77, 0.66], [1.86, 2.73, 1.51], [-1.02, -1.65, 1.40], [-0.42, 0.45, -0.20], [0.96, -2.74, -1.58], [0.04, -0.72, -0.40], [0.87, 0.88, -0.45], [0.23, 1.22, 0.93], [-0.31, 1.11, 0.20], [-0.10, 0.19, 0.43], [-0.52, 0.25, -0.47], [-0.36, -1.05, 0.18], [0.37, 0.31, -0.41], [0.11, 0.24, -0.74], [-0.72, 0.57, -0.92], [-0.15, 0.85, 0.37], [-0.31, -1.59, -3.11], [0.23, 0.26, -0.23], [0.67, -0.22, -0.48], [-0.09, -0.25, -0.31], [-2.15, -1.72, -0.60], [-0.18, 1.59, -0.34]], "nbo_charge": [-0.054, -0.396, -0.404, -0.421, -0.413, -0.463, -0.184, -0.176, -0.287, -0.035, 0.204, -0.835, -0.850, -0.941, 1.429, 0.195, 0.215, 0.188, 0.221, 0.219, 0.217, 0.213, 0.213, 0.206, 0.218, 0.190, 0.203, 0.233, 0.244, 0.230, 0.237, 0.383], "multiplicity": 1, "energy_ev": -27086.87485, "de_lowest_kj_mol": 695.7, "homo_lumo_gap_ev": 8.161}